Entry 1:
The following is a quantum chemistry calculation of a cluster of 6 separate species, C47H91O24PS in total, from the Open Molecules 2025 dataset.

```
164
Properties=species:S:1:pos:R:3:forces:R:3
C 7.801506 -4.293781 0.224139 0.5 -1.0 1.0
C 6.393869 -4.774014 -0.464890 1.4 -0.2 1.3
P 5.888732 -3.818134 -2.037763 -1.2 -1.5 -1.2
C 7.358219 -3.852440 -3.265525 1.7 -0.2 -0.8
C 7.904790 -5.433063 -3.286577 -0.8 0.4 -0.9
C 5.274106 -2.046991 -1.672127 1.5 0.7 1.9
C 4.353747 -1.874727 -0.341593 0.8 -0.2 1.0
C 2.743438 -1.723247 -0.572572 -0.5 -0.9 0.9
O 2.175408 -0.424501 -0.099904 2.3 -0.8 -1.8
C 2.803597 0.724012 -0.749869 -0.4 2.9 0.2
C 2.077550 2.073601 -0.074857 0.3 -0.9 0.1
C 2.516906 2.334174 1.482594 -1.1 0.7 0.2
O 2.418245 3.237344 -0.957724 -2.0 -0.5 1.6
C 2.190224 -2.175132 -2.060072 -2.6 -0.4 2.3
C 0.574873 -1.732097 -2.074155 0.4 -0.4 -1.1
C -0.311874 -2.363996 -0.863605 -1.1 0.0 -0.2
C -0.982639 -1.270759 0.167673 -0.9 -0.9 -0.1
C -1.232479 -2.058574 1.591714 -0.4 1.0 0.6
C -2.131226 -3.435516 1.443460 -0.2 -0.3 0.4
C -1.430510 -4.776533 2.074602 -2.0 -0.2 0.8
O -0.097969 -5.096926 1.539095 -1.0 -2.6 -2.8
C -0.163301 -6.001444 0.379233 -3.0 -0.6 -3.9
C 1.139671 -7.001718 0.076471 0.7 0.5 0.3
O -1.163978 -6.079004 -0.509122 5.7 1.0 6.0
C 2.314450 -3.800844 -2.144229 0.8 -0.9 0.2
C 2.788480 -4.431971 -3.567285 -0.1 -2.4 0.3
C 1.546928 -5.386595 -4.153142 1.0 0.6 -0.6
C 0.529232 -4.376636 -4.952654 -0.3 -1.0 1.0
C -0.989335 -4.504547 -4.310524 0.1 0.3 -0.7
C -1.949438 -3.510864 -5.242056 1.8 -1.0 -0.1
O -2.873209 -2.756903 -4.380060 1.0 3.6 -0.9
C -2.903305 -1.315888 -4.780480 -1.6 -0.1 -6.3
C -2.624353 -0.081807 -3.687929 -1.1 -1.0 0.1
O -3.210966 -1.074302 -6.082179 2.2 -1.2 8.6
O 2.754958 -1.425320 -3.187706 2.4 -1.2 1.4
S 4.442020 -1.338791 -3.185566 4.4 5.3 -5.9
O 5.094322 -1.911962 -4.504108 -3.1 0.6 5.1
O 4.811396 0.196296 -3.210139 -2.1 -5.4 1.2
H 7.686400 -3.327636 0.900701 0.2 -1.9 -1.7
H 8.119416 -5.168803 0.971391 -0.6 1.9 -1.5
H 8.710730 -4.204894 -0.537050 -2.2 0.1 1.5
H 6.532374 -5.911766 -0.792827 -0.4 2.6 0.5
H 5.558362 -4.785051 0.380707 1.6 0.2 -2.0
H 7.048389 -3.636321 -4.396037 0.1 -0.2 2.8
H 8.216069 -3.081405 -3.024753 -1.5 -1.6 -0.3
H 8.480343 -5.721242 -2.309733 -1.2 0.4 -2.0
H 6.918077 -6.080273 -3.464716 2.2 1.1 0.7
H 8.555742 -5.612387 -4.271098 -1.2 0.5 2.4
H 6.256113 -1.391273 -1.492833 -2.5 -0.8 -1.0
H 4.567301 -2.825824 0.348197 -0.6 2.1 -1.6
H 4.799572 -0.957947 0.279443 -1.3 -2.0 -1.5
H 2.260553 -2.522149 0.176473 0.9 1.9 -1.8
H 2.616335 0.829569 -1.899496 0.3 -0.6 2.1
H 3.946515 0.868022 -0.548963 -2.0 -0.7 -0.4
H 0.926588 1.863303 -0.112537 2.0 0.5 0.1
H 1.991327 3.349793 1.817010 1.1 -2.1 -0.7
H 2.050639 1.498569 2.194095 1.3 1.7 -1.7
H 3.665493 2.486298 1.658401 -2.2 -0.5 -0.5
H 1.672239 3.912682 -0.838484 1.6 -1.5 -0.2
H 0.132747 -2.130810 -3.107434 1.0 0.8 2.2
H 0.521783 -0.563372 -2.133434 0.1 -2.2 0.4
H 0.226341 -3.191364 -0.217215 -0.8 1.8 -1.4
H -1.233430 -2.925320 -1.375619 2.1 1.1 1.1
H -2.068238 -0.984653 -0.238271 2.3 -0.6 0.8
H -0.402031 -0.259775 0.260666 -0.8 -2.2 0.0
H -1.857066 -1.315017 2.274840 1.3 -1.6 -1.3
H -0.222431 -2.257531 2.182543 -2.0 0.3 -1.5
H -2.450602 -3.690507 0.346976 0.8 0.6 2.0
H -3.134555 -3.261843 2.051941 2.1 -0.5 -1.2
H -1.328109 -4.700810 3.257389 0.1 0.1 -2.6
H -2.128163 -5.726552 1.890791 1.4 2.2 0.2
H 1.879624 -6.524243 -0.729351 -1.9 -0.7 1.7
H 1.790909 -7.201259 1.031342 -1.4 0.5 -1.7
H 0.816022 -8.042291 -0.364197 0.1 2.4 0.9
H 3.111097 -4.160314 -1.330130 -1.6 0.9 -1.7
H 1.318024 -4.386667 -1.841936 1.9 1.8 -0.6
H 3.675409 -5.198717 -3.342677 -1.8 1.9 -0.4
H 3.190522 -3.689716 -4.368844 -0.9 -1.3 1.5
H 1.013885 -5.994665 -3.286276 1.1 1.4 -1.7
H 2.016032 -6.203828 -4.882558 -1.1 1.8 1.5
H 0.919491 -3.270193 -4.805938 -0.8 -2.2 -0.6
H 0.545375 -4.703229 -6.083194 -0.3 1.0 2.2
H -1.318716 -5.631657 -4.367403 0.5 2.3 0.0
H -1.028566 -4.207557 -3.162958 0.2 -0.4 -2.5
H -2.471271 -4.178964 -6.052197 0.7 1.6 1.6
H -1.211578 -2.744947 -5.745709 -1.6 -1.6 0.7
H -3.670052 0.482110 -3.603209 2.3 -1.2 -0.2
H -2.338323 -0.535685 -2.630994 -0.6 1.0 -2.4
H -1.818936 0.682859 -4.063638 -1.6 -1.8 0.5
C -5.029387 -2.293605 7.479908 -0.1 0.3 0.1
C -3.773345 -2.507886 6.653546 -0.2 -0.4 0.6
O -3.738215 -1.620966 5.527811 0.5 1.0 -0.1
C -3.409423 -0.335408 5.802601 -0.1 0.1 0.7
O -3.142405 0.119511 6.905924 -0.3 -0.7 -1.7
O -3.457593 0.370540 4.645479 0.1 -0.7 0.8
C -3.238309 1.768866 4.815111 0.1 0.6 0.0
H -5.922251 -2.377135 6.852100 0.1 -0.1 0.1
H -5.091892 -3.029573 8.287143 0.0 0.1 -0.1
H -5.048169 -1.294673 7.925808 0.1 -0.2 0.0
H -3.776092 -3.528028 6.252336 0.0 0.4 -0.2
H -2.865417 -2.402422 7.258484 -0.2 0.2 -0.1
H -2.302535 1.964047 5.348452 -0.3 -0.1 0.0
H -4.085474 2.215960 5.344516 0.2 -0.1 0.1
H -3.170277 2.225040 3.823467 -0.1 -0.4 0.1
C -2.558698 9.150503 0.308079 0.2 0.2 -0.2
C -2.319302 7.744391 0.829589 -0.4 0.5 0.4
O -1.541256 6.975412 -0.096940 1.2 -0.1 0.0
C -0.215521 7.254581 -0.124558 -0.1 0.5 0.1
O 0.359629 8.086650 0.562782 -0.8 -1.3 -1.0
O 0.362183 6.472723 -1.070376 -0.7 0.4 0.9
C 1.745368 6.748064 -1.278138 0.7 0.1 -0.2
H -3.005614 9.119845 -0.690747 -0.1 -0.1 0.2
H -3.223148 9.704059 0.978353 0.1 -0.1 -0.1
H -1.621524 9.707955 0.218657 -0.1 -0.1 0.1
H -3.282084 7.231212 0.936181 0.3 -0.1 -0.2
H -1.847510 7.752206 1.818910 0.1 0.0 -0.3
H 2.307145 6.698959 -0.339939 -0.2 0.1 -0.1
H 1.862026 7.729814 -1.747617 0.0 -0.1 0.2
H 2.144538 5.989910 -1.957803 -0.3 0.1 0.1
C -2.132509 0.021390 -8.815131 -0.3 -0.1 -0.2
C -0.882259 -0.551981 -9.458989 0.0 0.6 0.5
O -1.209844 -1.602665 -10.377624 -0.2 0.0 -1.2
C -1.713254 -1.204124 -11.570946 -0.2 0.7 0.2
O -1.903213 -0.048319 -11.922517 0.4 -1.7 0.4
O -2.000944 -2.311036 -12.300051 0.3 0.7 0.6
C -2.643436 -2.031281 -13.541469 -0.2 0.0 -0.5
H -2.724944 -0.772924 -8.349928 0.3 0.2 0.0
H -1.870818 0.762434 -8.053845 0.0 -0.2 -0.1
H -2.776905 0.504766 -9.555498 0.2 0.0 0.0
H -0.249163 -0.996894 -8.682517 -0.1 -0.2 -0.3
H -0.287082 0.224003 -9.953982 -0.2 -0.2 -0.1
H -2.067335 -1.315409 -14.136329 -0.2 0.0 0.2
H -3.655564 -1.656657 -13.359523 0.2 0.1 -0.1
H -2.716498 -2.965941 -14.104630 0.1 0.1 0.4
C 2.098537 9.198462 3.169040 0.1 0.0 0.3
C 2.651080 9.743614 1.863690 -0.4 -0.6 -0.1
O 3.103075 11.095220 2.018622 1.2 0.4 0.4
C 4.290190 11.248677 2.653823 0.0 -0.6 0.3
O 4.993738 10.349644 3.092379 -0.9 1.4 -0.7
O 4.551227 12.576275 2.748473 -0.2 -0.9 -0.2
C 5.725186 12.879756 3.498072 0.4 0.2 0.2
H 1.319330 9.858760 3.562955 0.0 -0.1 -0.2
H 1.677963 8.198843 3.023901 0.0 0.2 -0.1
H 2.876395 9.134073 3.935744 0.0 0.0 -0.2
H 1.851550 9.761604 1.113961 0.3 0.3 0.2
H 3.452006 9.110441 1.464925 0.0 0.2 0.2
H 6.595954 12.341120 3.110958 -0.2 0.0 0.1
H 5.562646 12.643468 4.554291 0.1 -0.1 -0.2
H 5.917356 13.952718 3.409171 -0.3 -0.2 -0.1
C -6.819780 0.953741 10.757820 -0.2 0.0 -0.3
C -6.939878 -0.055959 11.885878 0.6 0.2 -0.2
O -8.313756 -0.340391 12.180320 -0.6 -0.8 -0.4
C -8.945940 -1.156850 11.302818 0.3 0.0 -0.5
O -8.451446 -1.662775 10.305277 -0.7 0.6 1.5
O -10.234470 -1.292844 11.703829 1.1 0.1 -0.1
C -11.042032 -2.043518 10.800219 -0.4 -0.3 -0.3
H -7.395396 1.856441 10.986130 0.2 -0.1 0.1
H -5.773657 1.230343 10.595638 -0.1 0.0 0.1
H -7.216940 0.553675 9.820134 0.1 -0.1 0.2
H -6.502603 0.368569 12.797049 -0.4 -0.2 0.0
H -6.391564 -0.979145 11.665684 -0.3 0.1 -0.1
H -10.598341 -3.021128 10.586586 0.0 0.3 0.0
H -11.190699 -1.476226 9.876137 0.1 -0.2 0.1
H -12.017265 -2.203675 11.268567 0.3 0.2 0.1
```
Forces are in eV/Å.

frontier orbital gap: 8.25 eV

Entry 2:
The following is a quantum chemistry calculation of a structure of composition C20H12BrN5PtS, from the Open Molecules 2025 dataset.

```
40
Properties=species:S:1:pos:R:3:forces:R:3
Pt 0.679763 -0.266468 0.403528 0.0 -0.1 0.1
S 4.030277 2.192217 -1.585411 0.0 0.0 0.0
C 4.363401 0.555048 -2.066308 0.0 0.0 0.0
C 5.372911 0.069484 -2.891378 0.0 0.0 0.0
C 5.408927 -1.289268 -3.135772 0.0 0.0 0.0
C 4.458892 -2.150551 -2.573318 0.0 0.0 0.0
C 3.459845 -1.670722 -1.752547 0.0 0.0 0.0
C 3.419602 -0.302557 -1.496104 0.0 0.0 0.0
N 2.496114 0.346742 -0.695514 0.0 0.0 0.0
C 2.682479 1.633665 -0.656442 0.0 0.0 0.0
C 1.760061 2.473308 0.103908 0.0 0.0 0.0
C 1.935625 3.846220 0.255560 0.0 0.0 0.0
C 1.003497 4.575496 0.972228 0.0 0.0 0.0
C -0.094293 3.927688 1.527976 0.0 0.0 0.0
C -0.261296 2.556323 1.375113 0.0 0.0 0.0
C 0.662512 1.800579 0.661996 -0.1 0.1 0.0
H 6.103250 0.734482 -3.332179 0.0 0.0 0.0
H 6.180661 -1.693170 -3.777164 0.0 0.0 0.0
H 4.507852 -3.208920 -2.791389 0.0 0.0 0.0
H 2.708217 -2.319290 -1.321900 0.0 0.0 0.0
H 2.794468 4.343251 -0.182480 0.0 0.0 0.0
H 1.127122 5.643014 1.095673 0.0 0.0 0.0
H -0.828046 4.498949 2.083552 0.0 0.0 0.0
H -1.128340 2.076993 1.816089 0.0 0.0 0.0
N -0.216061 -1.146334 -1.300518 0.0 0.0 0.0
C -1.240141 -1.228536 -1.867599 0.0 0.1 -0.1
N -2.322045 -1.311731 -2.542026 0.0 0.0 0.1
C -3.355620 -1.859198 -1.908365 0.0 -0.1 0.0
N -4.265225 -2.334067 -1.372005 0.0 0.0 0.0
Br 1.199267 -0.537010 3.589839 0.0 0.0 0.0
C -0.489932 -1.221896 3.096238 0.0 0.0 0.0
C -1.374587 -1.657806 4.064612 0.0 0.0 0.0
C -2.599466 -2.149519 3.643017 0.0 0.0 0.0
C -2.886645 -2.186991 2.287188 0.0 0.0 0.0
C -1.936383 -1.728223 1.398497 0.0 0.0 0.0
N -0.747912 -1.250219 1.794369 0.0 0.0 -0.1
H -1.103787 -1.608957 5.108378 0.0 0.0 0.0
H -3.320616 -2.497928 4.370292 0.0 0.0 0.0
H -3.825929 -2.559379 1.903995 0.0 0.0 0.0
H -2.120852 -1.739948 0.336490 0.0 0.0 0.0
```
Forces are in eV/Å.

frontier orbital gap (spin up / spin down): 6.88 / 7.42 eV
2S+1: 3
<S²>: 2.01

Entry 3:
The following is a quantum chemistry calculation of a cluster of 2 separate species, C2H10N3O in total, from the Open Molecules 2025 dataset.

```
16
Properties=species:S:1:pos:R:3:forces:R:3
C -0.135294 0.280483 1.844357 0.1 -0.2 0.4
N -0.640172 -0.694728 0.878762 -0.1 0.3 -0.6
C -0.159878 -0.882624 -0.352277 0.0 -0.3 0.9
N -0.957811 -1.381808 -1.292643 0.4 -0.5 -0.7
N 1.137548 -0.704727 -0.611814 0.1 0.4 -0.3
H 0.946111 0.396798 1.782372 -0.2 0.0 -0.2
H -0.331065 -0.102041 2.842603 -0.1 0.0 0.0
H -0.649764 1.231262 1.711837 0.2 0.0 0.0
H -1.617008 -0.925292 0.975381 -0.1 0.2 0.1
H -1.808019 -1.870807 -1.062274 0.0 0.1 0.1
H -0.533820 -1.633147 -2.180537 -0.3 0.0 0.3
H 1.497941 -0.983392 -1.510602 -0.1 0.1 0.0
H 1.619028 0.066919 -0.179326 0.0 -0.1 0.2
H 0.131928 3.016478 -0.700018 -0.1 0.0 0.1
H 1.147458 2.103892 -1.349599 -0.3 0.1 0.0
O 0.352821 2.082728 -0.796219 0.4 0.0 -0.1
```
Forces are in eV/Å.

frontier orbital gap: 11.63 eV
total charge: +1

Entry 4:
The following is a quantum chemistry calculation of a cluster of 2 separate species, C4H11NS in total, from the Open Molecules 2025 dataset.

```
17
Properties=species:S:1:pos:R:3:forces:R:3
C 2.034179 -1.879818 0.304161 -0.3 0.1 -0.2
S 0.446759 -1.204220 -0.312270 0.5 -0.2 0.1
C -0.376433 -2.792069 -0.588543 0.2 0.3 -0.5
H 2.607060 -1.069793 0.755065 0.0 0.0 -0.1
H 1.846585 -2.641760 1.059311 0.0 0.0 0.0
H 2.575860 -2.329367 -0.536183 0.1 0.1 0.3
H 0.271467 -3.545660 -1.051913 0.1 0.2 -0.2
H -1.195559 -2.539595 -1.263030 -0.1 -0.3 0.1
H -0.728129 -3.207692 0.336098 -0.4 -0.1 0.6
C -0.034805 2.543734 1.131055 0.0 -0.2 0.0
C -0.931469 2.142147 0.228896 0.0 0.6 0.3
N -1.769324 2.966188 -0.491529 -0.8 0.0 -0.3
H 0.021199 3.545129 1.530248 0.1 0.2 -0.2
H 0.675287 1.821812 1.482012 0.1 -0.2 0.4
H -1.033029 1.094281 0.007432 0.1 -0.2 -0.3
H -1.914111 3.916193 -0.176419 0.2 -0.2 0.1
H -2.615689 2.537578 -0.862481 0.4 0.1 0.2
```
Forces are in eV/Å.

frontier orbital gap (spin up / spin down): 2.40 / 8.57 eV
2S+1: 2
total charge: -1
<S²>: 0.75